No. 1
{"formula": "C20H23F4N2OPd", "method": "ωB97M-V/def2-TZVPD", "homo_ev": [-10.75, -10.75], "orbital_gap_ev": [7.0, 7.0], "total_charge": 1, "species": ["Pd", "F", "F", "F", "F", "O", "N", "N", "C", "C", "C", "C", "C", "C", "C", "C", "C", "C", "C", "C", "C", "C", "C", "C", "C", "C", "C", "C", "H", "H", "H", "H", "H", "H", "H", "H", "H", "H", "H", "H", "H", "H", "H", "H", "H", "H", "H", "H", "H", "H", "H"], "positions_angstrom": [[-0.3541, -0.4262, 0.0870], [-0.8096, -1.9740, -4.4182], [1.6069, -1.3037, -0.4194], [3.8753, -2.1216, -1.6775], [1.4227, -2.7771, -5.6325], [-0.1904, -0.1827, 2.2259], [-0.7121, -1.2734, -1.5886], [-2.2751, 0.3133, -0.1186], [-3.6304, 2.0971, -1.3219], [0.3336, -2.0133, -3.7177], [0.3482, -1.6505, -2.3818], [2.7072, -2.4829, -3.6936], [3.2513, 1.5060, 0.5178], [2.0780, 1.0837, 1.1107], [4.4605, 1.2744, 1.1626], [2.7331, -2.1033, -2.3674], [-2.0879, -1.1814, -2.0372], [-2.5017, 1.7574, 1.9402], [-2.2612, 1.5493, -0.9594], [-2.9698, 0.5300, 1.1817], [1.5777, -1.6958, -1.7452], [0.8171, -0.0054, 2.9257], [2.0947, 0.4318, 2.3414], [-2.9021, -0.8426, -0.8253], [1.4960, -2.4313, -4.3518], [0.7084, -0.2407, 4.3938], [3.3098, 0.2256, 2.9945], [4.4891, 0.6364, 2.3961], [-4.2001, 2.4087, -0.4468], [3.6068, -2.8012, -4.1994], [-2.9169, -1.6775, -0.1222], [-3.9406, -0.6409, -1.1017], [-2.4340, -2.1232, -2.4741], [1.0790, 0.6249, 4.9430], [-2.2079, -0.4284, -2.8258], [-1.4165, 1.7883, 2.0239], [1.1142, 1.2684, 0.6463], [-1.6829, 2.2930, -0.4133], [-4.2315, 1.3842, -1.8848], [-4.0443, 0.5913, 0.9887], [-2.7973, -0.3699, 1.7715], [3.2276, 2.0208, -0.4329], [1.3296, -1.0929, 4.6768], [5.3849, 1.6008, 0.7055], [-2.8413, 2.6839, 1.4790], [5.4331, 0.4612, 2.8926], [-1.6870, 1.3270, -1.8562], [-2.9142, 1.7275, 2.9477], [-3.4956, 2.9736, -1.9542], [-0.3238, -0.4486, 4.6600], [3.3436, -0.2697, 3.9552]], "nbo_charge": [0.94, -0.30, -0.33, -0.29, -0.28, -0.64, -0.58, -0.37, -0.65, 0.27, 0.06, -0.36, -0.20, -0.19, -0.15, 0.36, -0.25, -0.63, -0.24, -0.23, 0.29, 0.63, -0.14, -0.24, 0.38, -0.72, -0.17, -0.20, 0.22, 0.26, 0.22, 0.22, 0.24, 0.26, 0.19, 0.22, 0.20, 0.22, 0.22, 0.21, 0.22, 0.23, 0.26, 0.23, 0.22, 0.23, 0.22, 0.24, 0.25, 0.25, 0.23]}

No. 2
{"formula": "C20H23N3O3", "method": "ωB97M-V/def2-TZVPD", "homo_ev": -8.44, "smiles": "CCOc1ccccc1N1C[C@@H](C(=O)N(C)Cc2cccnc2)CC1=O", "e_above_lowest_kcal_mol": 32.40, "orbital_gap_ev": 9.0, "total_charge": 0, "species": ["O", "O", "O", "N", "N", "N", "C", "C", "C", "C", "C", "C", "C", "C", "C", "C", "C", "C", "C", "C", "C", "C", "C", "C", "C", "C", "H", "H", "H", "H", "H", "H", "H", "H", "H", "H", "H", "H", "H", "H", "H", "H", "H", "H", "H", "H", "H", "H", "H"], "positions_angstrom": [[-3.6759, -0.7701, 1.0992], [-2.5435, -1.5159, -1.4234], [1.6855, 0.3377, 1.5570], [7.3046, 0.0313, -0.3227], [2.7897, -0.7755, -0.0471], [-1.7910, 0.4019, -0.4243], [5.0812, -0.1744, 0.5325], [0.5372, 0.0709, -0.5323], [6.1103, 1.9779, 0.3583], [-0.1993, -1.2452, -0.8067], [-5.2699, 1.0210, 0.6437], [-3.0307, 1.0481, -0.2312], [5.0162, 1.2051, 0.7046], [-0.5545, 0.9563, 0.0837], [6.2576, -0.7017, 0.0125], [-4.0321, 0.4001, 0.5131], [-5.3869, -2.2596, 0.2038], [-3.2674, 2.2959, -0.7829], [3.8963, -1.0381, 0.8635], [2.9535, -1.3211, -1.3720], [-1.6666, -0.8454, -0.9301], [1.7163, -0.0988, 0.4204], [-5.4954, 2.2645, 0.0800], [-4.4970, 2.9107, -0.6251], [7.2312, 1.3394, -0.1543], [-4.6741, -1.7146, 1.4359], [-5.9826, -3.1274, 0.4728], [4.1184, 1.6516, 1.1072], [-0.4512, 2.0058, -0.1999], [-5.3870, -1.2916, 2.1564], [6.3700, -1.7690, -0.1377], [2.6583, -2.3743, -1.4013], [-0.1152, -1.9284, 0.0418], [-0.5181, 0.8891, 1.1784], [3.5379, -0.8083, 1.8707], [4.0058, -1.2482, -1.6515], [-6.0358, -1.5060, -0.2359], [-4.6429, -2.5421, -0.5374], [2.3715, -0.7715, -2.1062], [-4.6763, 3.8813, -1.0610], [6.0962, 3.0496, 0.4827], [0.8804, 0.5169, -1.4701], [4.1623, -2.0978, 0.8023], [-6.0609, 0.5454, 1.2022], [-6.4622, 2.7306, 0.1989], [-4.1180, -2.5138, 1.9330], [-2.4872, 2.7770, -1.3538], [8.1119, 1.8970, -0.4443], [0.1294, -1.7661, -1.7035]], "nbo_charge": [-0.51, -0.62, -0.64, -0.41, -0.43, -0.45, -0.09, -0.31, -0.25, -0.50, -0.30, 0.06, -0.16, -0.19, 0.03, 0.39, -0.65, -0.19, -0.25, -0.41, 0.71, 0.70, -0.19, -0.24, 0.03, -0.06, 0.21, 0.23, 0.20, 0.16, 0.19, 0.20, 0.24, 0.22, 0.26, 0.22, 0.21, 0.25, 0.21, 0.21, 0.22, 0.22, 0.20, 0.22, 0.21, 0.19, 0.21, 0.19, 0.23]}

No. 3
{"formula": "C20H23N3O5S", "method": "ωB97M-V/def2-TZVPD", "homo_ev": -8.23, "smiles": "CCOC(=O)C1CCN(/C=C2/C(=O)NC(=S)N(c3cccc(OC)c3)C2=O)CC1", "e_above_lowest_kcal_mol": 6.98, "orbital_gap_ev": 8.2, "total_charge": 0, "species": ["S", "O", "O", "O", "O", "O", "N", "N", "N", "C", "C", "C", "C", "C", "C", "C", "C", "C", "C", "C", "C", "C", "C", "C", "C", "C", "C", "C", "C", "H", "H", "H", "H", "H", "H", "H", "H", "H", "H", "H", "H", "H", "H", "H", "H", "H", "H", "H", "H", "H", "H", "H"], "positions_angstrom": [[-1.8815, -4.1208, -1.1939], [-0.4725, 2.8471, 0.8405], [-0.6509, 3.4675, -1.3081], [-1.9201, -3.4758, 3.7915], [-0.9204, -0.3584, -4.0822], [1.1541, -0.5371, 0.1686], [1.7607, 1.7306, -2.0375], [-0.2326, -2.1440, -0.5638], [-1.2645, -2.0331, -2.6281], [-0.9574, -3.4063, 2.8376], [0.0096, 3.2910, -0.3175], [-2.0681, 1.0518, 0.4403], [-0.6549, -0.8482, -3.0017], [2.2830, 2.3541, 0.2618], [1.2988, -4.0031, 2.2412], [2.0638, 4.1098, -1.5176], [-1.0858, -2.7057, -1.4609], [-0.0570, -2.7892, 0.7047], [1.4987, 3.5954, -0.1923], [-3.1947, -2.9544, 3.4981], [0.2900, -0.2934, -2.0351], [0.8047, 0.9292, -2.4496], [2.6955, 1.5190, -0.9589], [-1.8547, 2.4890, 0.8929], [1.1484, -3.3941, 1.0048], [-1.1090, -2.7777, 1.6080], [0.4807, -0.9516, -0.7598], [1.8997, 3.0502, -2.6227], [0.2617, -4.0138, 3.1480], [2.2344, -4.4792, 2.4913], [3.1166, 4.3542, -1.3700], [1.5431, 5.0187, -1.8169], [-2.4254, 3.1781, 0.2620], [1.0126, 3.2696, -3.2153], [1.6642, 1.7431, 0.9179], [2.7755, 3.0592, -3.2826], [0.3046, 1.2791, -3.3518], [-3.1603, -1.8702, 3.3474], [-2.0319, -2.2963, 1.3258], [3.6799, 1.8297, -1.3229], [1.9520, -3.3874, 0.2856], [-3.8110, -3.1761, 4.3679], [2.7314, 0.4672, -0.6899], [3.1733, 2.6553, 0.8135], [-1.8558, 0.9598, -0.6228], [1.5838, 4.3707, 0.5752], [-3.6284, -3.4327, 2.6146], [-2.1383, 2.6169, 1.9396], [0.3628, -4.4920, 4.1092], [-3.0999, 0.7620, 0.6192], [-1.4048, 0.3893, 0.9924], [-1.9039, -2.4469, -3.2975]], "nbo_charge": [-0.17, -0.51, -0.62, -0.51, -0.62, -0.63, -0.35, -0.51, -0.62, 0.39, 0.81, -0.64, 0.67, -0.41, -0.18, -0.42, 0.29, 0.28, -0.32, -0.25, -0.45, 0.24, -0.24, -0.07, -0.26, -0.35, 0.69, -0.21, -0.28, 0.22, 0.21, 0.24, 0.20, 0.23, 0.25, 0.20, 0.24, 0.17, 0.23, 0.19, 0.22, 0.20, 0.26, 0.21, 0.22, 0.25, 0.18, 0.19, 0.22, 0.22, 0.22, 0.44]}

No. 4
{"formula": "C20H23N3O6S", "method": "ωB97M-V/def2-TZVPD", "homo_ev": -9.47, "smiles": "Cc1ccc(S(=O)(=O)N(CC(=O)NC[C@H]2CCCO2)c2cccc([N+](=O)[O-])c2)cc1", "e_above_lowest_kcal_mol": 96.06, "orbital_gap_ev": 8.7, "total_charge": 0, "species": ["S", "O", "O", "O", "O", "O", "O", "N", "N", "N", "C", "C", "C", "C", "C", "C", "C", "C", "C", "C", "C", "C", "C", "C", "C", "C", "C", "C", "C", "C", "H", "H", "H", "H", "H", "H", "H", "H", "H", "H", "H", "H", "H", "H", "H", "H", "H", "H", "H", "H", "H", "H", "H"], "positions_angstrom": [[-0.2644, 0.3127, -0.8651], [-1.4949, 0.9391, -0.5000], [-0.2307, -0.4546, -2.0726], [5.8504, -2.4025, 0.6724], [-1.6644, 1.2883, 2.5970], [-5.6663, 0.0456, 0.5271], [4.9833, -0.6859, 1.6279], [4.9176, -1.6730, 0.9257], [0.1512, -0.7565, 0.4090], [-2.2773, -0.7260, 1.7433], [-4.0549, -1.2004, -0.6723], [2.3218, -3.2600, -1.1892], [1.0879, 1.4640, -0.7964], [1.2068, -2.5216, -0.8333], [2.5322, -1.2381, 0.7080], [3.5507, -3.0039, -0.6064], [2.2780, 1.1338, -1.4185], [3.6388, -1.9892, 0.3372], [2.0871, 3.3926, 0.1828], [4.5141, 3.9208, -0.1932], [-3.7050, -0.5132, 1.7874], [3.3004, 3.0782, -0.4210], [1.3022, -1.5015, 0.1161], [0.0559, -0.1312, 1.7131], [-5.3860, -1.2098, -1.4406], [-6.1768, -0.0693, -0.7800], [-4.2659, -0.1261, 0.4174], [-1.3981, 0.2543, 2.0318], [0.9763, 2.5849, 0.0036], [3.3797, 1.9472, -1.2320], [-7.2468, -0.2637, -0.7032], [2.3170, 0.2571, -2.0461], [-5.9057, -2.1573, -1.3027], [2.2307, -4.0423, -1.9260], [5.1949, 3.4047, 0.4836], [0.3852, -0.8519, 2.4680], [2.0114, 4.2702, 0.8069], [4.3157, 1.7018, -1.7110], [-4.1949, -1.4259, 2.1382], [0.6673, 0.7755, 1.8010], [-3.2095, -0.9364, -1.3049], [-3.8665, -2.1746, -0.2188], [-5.2545, -1.0377, -2.5062], [4.4346, -3.5635, -0.8693], [-6.0171, 0.8701, -1.3294], [-3.7933, 0.8130, 0.0946], [0.2531, -2.7065, -1.2984], [-1.9521, -1.4527, 1.1226], [2.6571, -0.4553, 1.4396], [5.0438, 4.0942, -1.1273], [-3.8976, 0.2939, 2.4957], [0.0273, 2.8113, 0.4649], [4.2506, 4.8774, 0.2491]], "nbo_charge": [2.32, -0.93, -0.93, -0.37, -0.61, -0.52, -0.38, 0.53, -0.68, -0.62, -0.44, -0.21, -0.40, -0.15, -0.16, -0.17, -0.11, 0.00, -0.22, -0.63, -0.23, 0.03, 0.11, -0.34, -0.43, -0.07, 0.08, 0.70, -0.17, -0.23, 0.19, 0.23, 0.21, 0.23, 0.23, 0.24, 0.22, 0.22, 0.20, 0.22, 0.23, 0.19, 0.21, 0.25, 0.16, 0.19, 0.24, 0.40, 0.25, 0.22, 0.24, 0.25, 0.22]}